Entry 1:
{"formula": "C28H67NO13", "method": "ωB97M-V/def2-TZVPD", "elements": ["C", "O", "C", "C", "C", "N", "H", "H", "H", "H", "H", "H", "H", "H", "H", "H", "H", "C", "O", "C", "C", "O", "C", "C", "O", "C", "H", "H", "H", "H", "H", "H", "H", "H", "H", "H", "H", "H", "H", "H", "C", "O", "C", "C", "O", "C", "C", "O", "C", "H", "H", "H", "H", "H", "H", "H", "H", "H", "H", "H", "H", "H", "H", "C", "O", "C", "C", "O", "C", "C", "O", "C", "H", "H", "H", "H", "H", "H", "H", "H", "H", "H", "H", "H", "H", "H", "C", "O", "C", "C", "O", "C", "C", "O", "C", "H", "H", "H", "H", "H", "H", "H", "H", "H", "H", "H", "H", "H", "H"], "coordinates": [[-0.3405, 13.2956, 17.4155], [-1.5477, 12.7012, 16.9327], [-2.6131, 12.7971, 17.8475], [-3.8713, 12.6808, 16.9809], [-4.2564, 14.0170, 16.3690], [-5.0388, 12.1047, 17.6837], [-0.4342, 14.3641, 17.1961], [0.4854, 12.9429, 16.7997], [-0.2150, 13.0834, 18.4757], [-2.6641, 12.0184, 18.6140], [-2.6993, 13.7752, 18.3343], [-3.6664, 11.8599, 16.2799], [-4.8708, 14.6078, 17.0472], [-4.7128, 13.9526, 15.3801], [-3.3351, 14.5772, 16.1785], [-4.8605, 11.1879, 18.0829], [-5.6061, 11.7763, 16.8885], [-8.0312, 11.0326, 15.7080], [-6.7095, 10.5978, 15.9306], [-6.6543, 9.1810, 16.1219], [-5.6858, 8.8467, 17.2663], [-6.1345, 9.4500, 18.4655], [-7.0641, 8.6422, 19.1931], [-7.5841, 9.4622, 20.3584], [-6.7198, 9.6804, 21.4636], [-5.5484, 10.3748, 21.0916], [-8.7947, 10.6539, 16.4045], [-8.4195, 10.7036, 14.7404], [-8.0782, 12.1012, 15.9149], [-6.3894, 8.6829, 15.1863], [-7.6147, 8.7549, 16.4245], [-4.7057, 9.2493, 17.0095], [-5.6581, 7.7624, 17.4008], [-6.5246, 7.7768, 19.5950], [-7.8587, 8.3555, 18.5014], [-8.5265, 9.0287, 20.6951], [-7.8607, 10.4564, 19.9853], [-5.7857, 11.2506, 20.4804], [-4.7973, 9.8238, 20.5176], [-4.9808, 10.7057, 21.9627], [1.7876, 19.9158, 14.4384], [1.2492, 19.0815, 13.4237], [2.0359, 17.9742, 13.0873], [1.9584, 16.7747, 14.0272], [2.2455, 17.1464, 15.3383], [2.2968, 16.1102, 16.2840], [2.0335, 16.7706, 17.6287], [1.7478, 15.8803, 18.6766], [1.3424, 16.5540, 19.8524], [2.8562, 20.1161, 14.3284], [1.5426, 19.5432, 15.4323], [1.3002, 20.8827, 14.2884], [3.0896, 18.1663, 12.8421], [1.6362, 17.6624, 12.1163], [2.5640, 15.9366, 13.6518], [0.9470, 16.3494, 13.9150], [3.2700, 15.6140, 16.2561], [1.5269, 15.3404, 16.1634], [1.2135, 17.5001, 17.5483], [2.8320, 17.4788, 17.8962], [1.2573, 15.9137, 20.7266], [0.3733, 17.0301, 19.6818], [2.0885, 17.3148, 20.0995], [-3.2289, 17.5590, 16.9310], [-3.0563, 18.9185, 16.5879], [-2.0448, 19.5808, 17.3465], [-1.9757, 21.0242, 16.8800], [-3.0395, 21.8169, 17.3889], [-2.7722, 23.1995, 17.1437], [-3.9079, 24.1201, 17.4987], [-4.0840, 24.3963, 18.8631], [-4.7402, 23.3676, 19.5612], [-4.0232, 17.4514, 17.6684], [-2.2830, 17.1722, 17.3343], [-3.3741, 16.9206, 16.0614], [-1.1612, 18.9744, 17.1173], [-2.2424, 19.4993, 18.4203], [-2.1262, 21.0200, 15.7954], [-1.0120, 21.4819, 17.1178], [-2.6421, 23.2826, 16.0562], [-1.9501, 23.3940, 17.8461], [-4.8460, 23.7661, 17.0450], [-3.7483, 25.0559, 16.9585], [-5.0049, 23.6966, 20.5673], [-4.0898, 22.4994, 19.7102], [-5.6616, 23.0916, 19.0378], [-4.4289, 3.5439, 9.2973], [-4.5918, 4.9494, 9.3339], [-3.3810, 5.6705, 9.4482], [-2.7797, 5.6219, 10.8182], [-3.3503, 6.6560, 11.6433], [-2.9064, 6.6012, 12.9875], [-2.9061, 8.0123, 13.5966], [-2.1764, 7.8873, 14.8098], [-1.7858, 9.0562, 15.4575], [-3.8138, 3.3139, 8.4129], [-5.3760, 3.1584, 8.9198], [-4.0160, 3.1218, 10.2095], [-3.4312, 6.7109, 9.1238], [-2.6613, 5.3035, 8.7044], [-1.7329, 5.9531, 10.7757], [-2.7337, 4.6570, 11.3277], [-1.9001, 6.1943, 13.0979], [-3.6515, 6.0164, 13.5281], [-3.9221, 8.3061, 13.8615], [-2.4558, 8.7330, 12.9127], [-2.4526, 9.9327, 15.4713], [-0.9741, 9.5372, 14.8891], [-1.4556, 8.9448, 16.4870]], "forces_ev_per_a": [[-0.9, 0.3, -0.8], [0.6, -0.3, 0.6], [-1.6, 0.3, -0.7], [-0.5, -1.5, 0.5], [0.9, 0.1, -0.6], [-0.7, 0.3, -0.4], [0.2, 0.2, 0.6], [0.0, -0.3, 0.2], [0.3, 0.1, 0.0], [0.6, -0.2, 0.0], [0.6, 0.1, 0.2], [0.7, 0.9, -0.8], [-0.1, -0.2, 0.0], [-0.4, -0.2, 0.2], [0.0, 0.0, 0.1], [0.6, 0.2, 0.4], [-0.3, 0.6, 0.7], [-0.8, 0.2, 0.4], [-0.8, -1.2, 0.1], [0.3, -0.1, 0.4], [-0.6, 0.3, -0.6], [0.1, -0.2, -0.1], [1.0, 0.6, 0.2], [-0.5, 0.9, -0.2], [0.2, -0.9, -0.4], [0.8, 0.7, -0.1], [0.6, -0.5, 0.4], [0.3, 0.5, -0.3], [0.2, 0.1, -0.7], [0.3, 0.0, 0.0], [-0.3, 0.4, -0.1], [0.2, -0.1, 0.2], [0.3, -0.1, -0.2], [-0.2, -0.3, -0.2], [-0.3, -0.2, 0.4], [0.3, -0.2, 0.4], [0.0, 0.0, -0.3], [-0.1, 0.1, 0.1], [-0.4, -0.5, -0.1], [-0.6, 0.0, 0.4], [-0.6, 0.7, -0.2], [0.7, 0.0, 0.4], [0.2, -0.9, -0.9], [-1.1, -0.5, -0.9], [0.1, 0.2, 0.1], [-0.3, -0.2, 0.8], [-0.2, 1.5, 0.5], [0.2, -0.9, 0.1], [0.2, 0.6, -0.3], [0.1, -0.4, 0.0], [0.2, 0.0, 0.0], [-0.1, 0.0, 0.2], [0.0, 0.7, 0.5], [-0.1, -0.3, 0.1], [0.6, 0.3, 0.1], [-0.2, 0.3, 0.6], [0.1, -0.1, 0.0], [-0.1, 0.1, -0.4], [-0.5, -0.4, -0.5], [0.5, -0.5, 0.1], [0.1, -0.5, -0.4], [-0.1, 0.2, 0.1], [-0.1, 0.2, 0.1], [1.0, 0.1, 0.3], [-0.5, 0.2, -0.2], [-0.6, -0.6, -0.4], [-0.5, -0.1, -0.4], [-0.4, -0.4, 0.5], [-0.3, -1.0, 0.6], [-0.8, 0.0, -0.5], [0.2, 0.4, 0.0], [-0.1, -0.4, 0.4], [-0.1, -0.2, 0.0], [-0.1, 0.0, 0.4], [-0.6, 0.4, -0.2], [0.6, 0.7, 0.2], [-0.1, 0.2, 0.1], [0.5, -0.1, -0.2], [0.1, -0.1, 0.1], [0.8, 0.4, 0.2], [0.5, 0.7, -0.9], [0.0, -0.4, 0.2], [0.3, 0.2, 0.4], [0.0, 0.4, -0.2], [-0.1, -0.1, -0.3], [0.1, -0.2, 0.0], [0.1, 0.7, -1.9], [-0.2, 0.7, 0.2], [0.5, -0.7, -0.4], [1.2, 1.6, 1.0], [-0.2, -0.4, -0.2], [-0.8, 0.7, -0.1], [0.2, -0.5, 0.5], [-0.3, -0.5, 0.5], [0.8, 2.1, -0.9], [0.6, -0.2, 0.5], [-0.3, -0.2, 1.0], [-0.3, -0.2, 0.1], [-1.0, 0.1, 0.4], [0.2, -0.6, 0.2], [0.2, -0.4, -0.5], [-0.6, -0.2, -0.1], [0.0, -0.2, -0.1], [0.4, -0.4, 0.4], [-0.2, 0.3, -0.3], [0.1, 0.1, -0.1], [-1.0, -0.7, 0.0], [0.4, -0.4, 0.2], [0.0, -0.8, -0.1]], "smiles": "COC[C@H](C)N.COCCOCCOC.COCCOCCOC.COCCOCCOC.COCCOCCOC", "spin_multiplicity": 1, "de_lowest_kcal_mol": 11.4, "total_charge": 0}

=====

Entry 2:
{"formula": "C28H68O6PSi", "method": "ωB97M-V/def2-TZVPD", "elements": ["C", "C", "P", "C", "C", "C", "C", "C", "O", "Si", "C", "C", "C", "C", "O", "C", "H", "H", "H", "H", "H", "H", "H", "H", "H", "H", "H", "H", "H", "H", "H", "H", "H", "H", "H", "H", "H", "H", "H", "H", "H", "H", "H", "H", "C", "C", "O", "C", "C", "H", "H", "H", "H", "H", "H", "H", "H", "H", "H", "C", "C", "O", "C", "C", "H", "H", "H", "H", "H", "H", "H", "H", "H", "H", "C", "C", "O", "C", "C", "H", "H", "H", "H", "H", "H", "H", "H", "H", "H", "C", "C", "O", "C", "C", "H", "H", "H", "H", "H", "H", "H", "H", "H", "H"], "coordinates": [[2.8082, 1.3650, 1.5577], [3.0021, 1.7787, 0.0589], [3.5920, 0.3753, -1.0602], [3.3227, 1.0726, -2.8137], [3.1305, 2.6345, -2.8345], [2.4232, -1.0806, -1.0207], [1.0313, -0.5352, -0.5743], [-0.1713, -1.4378, -1.0206], [-1.1703, -1.4834, 0.0269], [-2.3326, -0.2556, -0.0920], [-1.6349, 1.4900, -0.3443], [-3.6616, -0.5473, -1.4165], [-3.2633, -0.2184, 1.5873], [3.0222, -2.0401, 0.0431], [2.1665, -3.1603, 0.3404], [1.7804, -3.1469, 1.7049], [3.3081, 0.4301, 1.8384], [3.1385, 2.2126, 2.1841], [1.7208, 1.2821, 1.7370], [2.0374, 2.1852, -0.3079], [3.7478, 2.5941, 0.0233], [4.1632, 0.8102, -3.4697], [2.3755, 0.6403, -3.1851], [2.1532, 2.8988, -2.4005], [3.8991, 3.1328, -2.2233], [3.1600, 3.0334, -3.8646], [0.9365, -0.4198, 0.5286], [0.8947, 0.4366, -1.0909], [-0.5807, -1.0807, -1.9899], [0.2032, -2.4658, -1.1595], [-2.3316, 2.3052, -0.0969], [-1.3219, 1.5963, -1.4021], [-0.7043, 1.6112, 0.2409], [-4.3826, 0.2933, -1.3196], [-3.2947, -0.5004, -2.4547], [-4.2600, -1.4554, -1.2248], [-3.8432, -1.1446, 1.7287], [-2.5602, -0.0386, 2.4148], [-3.9927, 0.6102, 1.4925], [3.9496, -2.4684, -0.3939], [3.3637, -1.5309, 0.9797], [2.5809, -3.6380, 2.2882], [1.6113, -2.1031, 2.0309], [0.8002, -3.6459, 1.7977], [-1.6028, -1.4554, -5.5223], [-2.9202, -1.5637, -6.2685], [-3.6516, -0.3478, -6.3130], [-3.0183, 0.7398, -6.9604], [-2.7179, 0.4828, -8.4268], [-1.7580, -1.0359, -4.5270], [-1.1392, -2.4371, -5.4219], [-0.8970, -0.8057, -6.0437], [-3.5603, -2.2836, -5.7552], [-2.7666, -1.9533, -7.2816], [-2.1121, 1.0306, -6.4193], [-3.7106, 1.5799, -6.8816], [-1.9668, -0.2990, -8.5533], [-2.3380, 1.3891, -8.9013], [-3.6191, 0.1602, -8.9525], [4.8910, -0.2864, 7.4865], [4.2330, 0.6597, 6.4961], [4.4779, 0.3252, 5.1442], [4.0065, -0.9444, 4.7236], [2.5016, -1.1038, 4.8415], [5.9580, -0.3811, 7.2752], [4.7633, 0.0818, 8.5062], [4.4578, -1.2876, 7.4367], [4.6401, 1.6611, 6.6400], [3.1554, 0.7338, 6.6816], [4.5290, -1.7429, 5.2632], [4.2928, -1.0396, 3.6748], [2.1753, -1.0954, 5.8848], [2.1844, -2.0493, 4.4009], [1.9875, -0.2872, 4.3307], [-7.8106, -5.6066, -6.0293], [-6.5579, -4.8281, -5.6661], [-5.7366, -4.5215, -6.7773], [-6.3249, -3.7127, -7.7807], [-6.7454, -2.3399, -7.2869], [-7.5550, -6.4969, -6.6068], [-8.3433, -5.9114, -5.1272], [-8.4951, -5.0088, -6.6346], [-5.9442, -5.4334, -4.9976], [-6.8104, -3.9157, -5.1151], [-7.1663, -4.2367, -8.2484], [-5.5645, -3.5950, -8.5545], [-7.5638, -2.4046, -6.5667], [-7.0837, -1.7221, -8.1205], [-5.9122, -1.8378, -6.7912], [1.8943, 5.7214, 7.8067], [2.4031, 4.3342, 8.1573], [3.6975, 4.0596, 7.6553], [4.7399, 4.8959, 8.1208], [4.9494, 4.8277, 9.6236], [1.9611, 5.8933, 6.7313], [0.8551, 5.8349, 8.1187], [2.4777, 6.5015, 8.3004], [1.7437, 3.5901, 7.7084], [2.3699, 4.1669, 9.2401], [4.5760, 5.9283, 7.7936], [5.6459, 4.5516, 7.6199], [4.0968, 5.2376, 10.1690], [5.8336, 5.3991, 9.9103], [5.0781, 3.7928, 9.9462]], "forces_ev_per_a": [[-0.5, 0.8, -0.6], [-0.5, 0.0, 0.1], [0.4, -1.3, -0.6], [-0.9, 1.3, 0.6], [0.1, -0.6, 0.0], [0.1, 1.5, 1.2], [0.1, -0.7, -1.0], [1.2, -0.3, 0.4], [-1.3, 1.4, -0.7], [-0.1, -0.5, 1.1], [0.7, -0.3, -0.4], [-0.3, 0.4, 0.1], [0.0, 0.0, -0.9], [0.8, 0.2, -1.3], [-0.3, 0.5, 0.7], [-0.3, 0.2, -0.7], [0.0, 0.3, 0.0], [0.1, -0.6, 0.0], [0.5, -0.3, 0.1], [0.4, 0.0, 0.2], [-0.3, -0.4, -0.2], [-0.3, -0.2, 0.3], [0.6, -0.1, 0.0], [0.3, -0.1, -0.2], [-0.2, 0.0, -0.3], [0.1, -0.1, 0.4], [-0.1, 0.2, -0.4], [0.0, -0.2, 0.6], [0.0, -0.1, 0.4], [-0.2, 0.4, 0.0], [0.1, -0.4, -0.1], [-0.2, 0.1, 0.4], [-0.5, 0.0, -0.1], [0.4, -0.3, 0.0], [-0.1, -0.3, 0.3], [0.5, 0.2, -0.3], [0.3, 0.2, 0.2], [-0.4, -0.1, -0.2], [0.3, -0.3, 0.3], [-0.3, 0.2, 0.3], [-0.5, -0.5, -0.1], [-0.5, 0.2, 0.3], [0.2, -0.4, 0.1], [0.5, -0.2, 0.1], [0.1, 0.2, -0.1], [0.1, -0.1, 0.1], [-0.3, 0.0, 0.0], [0.0, 0.0, 0.0], [0.1, -0.2, 0.0], [0.0, -0.1, 0.0], [0.0, 0.0, 0.0], [0.0, -0.1, 0.0], [-0.1, 0.1, 0.0], [0.0, 0.0, 0.0], [0.1, 0.0, -0.1], [-0.1, -0.1, 0.1], [0.0, 0.1, 0.0], [0.0, 0.0, 0.0], [0.0, 0.1, 0.0], [-0.1, -0.2, 0.0], [0.1, 0.1, 0.0], [0.1, 0.1, 0.0], [-0.1, -0.1, -0.1], [-0.1, 0.1, 0.2], [0.0, 0.1, 0.0], [0.0, 0.0, 0.0], [0.0, 0.0, 0.1], [0.0, 0.0, -0.1], [0.0, 0.0, 0.1], [0.0, 0.0, 0.0], [0.1, 0.1, 0.0], [0.0, -0.1, 0.0], [0.0, 0.0, 0.0], [0.1, -0.1, -0.1], [-0.1, 0.1, -0.2], [0.0, 0.0, 0.1], [0.2, -0.1, -0.1], [0.0, 0.1, -0.1], [-0.1, 0.0, 0.2], [0.0, 0.0, 0.1], [0.0, 0.0, 0.0], [0.0, 0.0, 0.1], [0.1, 0.0, -0.1], [-0.1, 0.0, 0.0], [-0.1, 0.0, 0.0], [0.1, -0.1, 0.1], [0.0, 0.0, -0.1], [0.0, 0.0, 0.0], [0.0, 0.0, -0.1], [0.2, 0.2, 0.0], [-0.1, 0.0, 0.0], [0.1, -0.2, -0.1], [0.1, 0.0, 0.0], [-0.2, 0.0, 0.1], [-0.1, -0.1, 0.0], [0.0, 0.0, 0.0], [-0.1, 0.0, 0.0], [0.1, -0.1, -0.1], [0.0, 0.1, 0.0], [0.0, 0.0, 0.1], [-0.1, -0.1, -0.1], [0.0, 0.0, 0.0], [0.0, 0.0, 0.0], [0.1, 0.0, 0.0]], "spin_multiplicity": 1, "total_charge": -1}

=====

Number 1: HOMO -8.700 eV, frontier orbital gap 0.346 Ha. Number 2: HOMO -2.298 eV, frontier orbital gap 0.167 Ha.